Record 1
11
Properties=species:S:1:pos:R:3:mulliken_charge:R:1 method="wB97M-V/def2-TZVPD" homo_ha=-0.343 relative_energy_ev=3.701 lumo_energy_ha=0.012
O -0.761 1.302 -2.163 -0.511
C -0.342 0.793 -1.170 0.496
N -0.834 0.701 0.090 -0.112
C 0.161 0.161 0.984 -0.239
C 1.263 -0.330 0.057 -0.405
O 0.918 0.103 -1.136 -0.110
H -1.573 1.329 0.365 0.241
H 0.645 0.930 1.602 0.281
H -0.225 -0.621 1.646 0.276
H 0.004 -2.227 -0.180 0.001
H 0.746 -2.140 -0.095 0.082

***

Record 2
22
Properties=species:S:1:pos:R:3:mulliken_charge:R:1 method="wB97M-V/def2-TZVPD" homo_ha=-0.329 smiles=CCNC(C)C.O relative_energy_ev=0.865 lumo_energy_ha=0.037
C 0.964 -2.003 -0.525 -0.996
C 0.979 -0.590 -1.088 -0.557
N 0.186 0.370 -0.332 -0.342
C -1.573 -0.932 0.875 -1.455
C -1.247 0.080 -0.242 0.567
C -1.968 1.397 0.103 -1.497
H 0.935 -1.986 0.563 0.247
H 0.114 -2.575 -0.918 0.236
H 1.802 -2.632 -0.805 0.366
H 0.649 -0.609 -2.139 0.360
H 2.016 -0.265 -1.147 0.412
H 0.325 1.298 -0.706 0.198
H -2.439 -0.569 1.426 0.441
H -0.751 -1.067 1.565 0.316
H -2.005 -1.866 0.511 0.301
H -1.642 -0.263 -1.194 0.303
H -2.954 1.400 -0.348 0.359
H -1.399 2.248 -0.284 0.392
H -2.042 1.604 1.168 0.356
H 1.675 0.838 1.086 0.313
H 2.950 1.351 1.650 0.310
O 2.305 1.568 0.966 -0.628